Entry from the Open Molecules 2025 dataset: a molecular structure, C31H25BBeF4N6O4 in a non-equilibrium geometry (the ωB97M-V functional and the def2-TZVPD basis).

The value obtained for the max |F| is 5.04 eV/Å. Its orbital gap is 4.22 eV.

Element x y z (Å)
1 Be -0.0185 -1.3617 -2.3874
2 N -1.4136 -2.1569 -2.0426
3 C -1.7120 -3.2195 -3.1030
4 C -1.5558 -2.6764 -4.4935
5 C -0.2672 -1.9146 -4.8727
6 O 0.0759 -1.7676 -6.0628
7 O 0.4297 -1.3956 -3.8550
8 H -1.4763 -2.5013 -1.1043
9 H -2.1974 -1.4744 -2.0092
10 H -2.7865 -3.5347 -2.9913
11 H -1.0923 -4.0738 -2.9690
12 H -2.3939 -2.0707 -4.8527
13 H -1.5645 -3.4904 -5.2958
14 N 1.5257 -1.8543 -1.5401
15 C 1.5264 -1.8222 -0.0529
16 C 1.7442 -0.6499 0.5977
17 C 1.8154 -0.5462 1.9756
18 C 1.6018 -1.6789 2.7337
19 C 1.3958 -2.9310 2.0507
20 C 1.3607 -3.0360 0.6637
21 H 1.8573 -2.7755 -1.7632
22 H 2.1686 -1.1380 -1.9052
23 H 2.0059 0.2349 0.0173
24 H 2.0732 0.4653 2.3545
25 H 1.5186 -1.7596 3.8195
26 H 1.2567 -3.7936 2.7192
27 H 1.2030 -4.0177 0.2156
28 F 3.5944 0.1995 -2.2357
29 C 3.7875 1.5830 -2.1813
30 C 5.0874 2.0095 -1.8994
31 F 5.9886 1.0153 -1.5313
32 C 5.4485 3.3808 -2.0220
33 C 4.3500 4.2820 -2.2937
34 C 3.0819 3.8128 -2.5701
35 F 2.0567 4.6620 -2.7633
36 C 2.7864 2.4436 -2.5362
37 C 1.3991 1.9819 -2.9263
38 C 0.6386 1.2533 -2.1930
39 N -0.1987 0.3876 -1.7562
40 C 0.7746 2.4798 -4.1246
41 N 0.1616 2.6685 -5.1066
42 F 4.6185 5.5238 -2.7324
43 C 6.8091 3.8816 -1.8169
44 C 7.0943 5.1625 -1.3562
45 N 7.2986 6.2607 -0.9347
46 C 7.9763 3.0534 -1.8666
47 N 8.9350 2.3821 -1.9841
48 C -4.8369 -1.9663 3.7410
49 C -4.2421 -0.6133 4.2372
50 C -3.2899 -0.8563 5.4073
51 C -5.4042 0.3078 4.6877
52 C -3.4911 0.0968 3.1469
53 C -3.4929 1.5249 2.9980
54 C -2.7070 2.2040 2.0097
55 C -1.9821 1.3195 1.2077
56 O -1.0755 1.6582 0.2163
57 B -0.9472 0.4894 -0.5301
58 O -1.5805 -0.5982 0.1007
59 C -2.1569 -0.0437 1.2170
60 C -2.7786 -0.7013 2.2412
61 H -5.5030 -2.4664 4.5354
62 H -4.1058 -2.6583 3.3955
63 H -5.5404 -1.8496 2.8607
64 H -3.8707 -1.0732 6.3309
65 H -2.6535 0.0046 5.6568
66 H -2.6331 -1.7236 5.1826
67 H -6.2108 -0.2143 5.2227
68 H -5.7915 0.8539 3.8560
69 H -4.9556 1.1022 5.3157
70 H -4.1259 2.1741 3.6222
71 H -2.7656 3.2781 1.8754
72 H -2.6281 -1.7325 2.4496

Forces on atoms 1 to 3 (eV/Å):
1.724 0.611 -0.305
-1.638 -0.206 -0.903
-1.890 0.857 0.410

Mulliken population analysis, charges in e, atoms 1 to 5:
1. Be -0.2014
2. N -0.1079
3. C -0.5788
4. C -0.4591
5. C 0.4854

Entry from the Open Molecules 2025 dataset: a molecular structure, C18H46N6O16P2SV in a non-equilibrium geometry (the ωB97M-V functional and the def2-TZVPD basis).

The value obtained for the max |F| is 3.35 eV/Å. As for the multiplicity: 2. Its orbital gap (spin up / spin down) is 5.89 / 5.89 eV. Its charge is -2.

Element x y z (Å)
1 O 0.9503 -0.7226 1.6403
2 V 1.2307 -2.2582 1.9236
3 O 3.7856 -1.9248 -1.6583
4 C 3.8736 -2.1997 -0.3029
5 O 2.8223 -2.0840 0.3767
6 O 4.9545 -2.6218 0.1112
7 H 4.5578 -2.3306 -2.0621
8 O 1.4355 -6.5087 2.4923
9 C 2.3329 -5.4956 2.2702
10 O 1.8533 -4.3166 2.1686
11 O 3.5190 -5.7618 2.1311
12 H 0.7253 -6.0584 2.9791
13 O -2.0941 -2.9328 4.7303
14 C -0.9056 -3.2584 4.0549
15 O -0.5417 -2.5576 3.0844
16 O -0.3896 -4.3053 4.4989
17 H -2.0283 -3.7927 5.1956
18 O 4.4249 -0.2809 4.1184
19 C 4.0256 -1.5659 3.7808
20 O 2.8028 -1.6620 3.4189
21 O 4.8675 -2.4491 3.7593
22 H 3.5588 0.1261 3.9355
23 O 0.0651 -2.7309 0.0880
24 P -0.2533 -2.8357 -1.3396
25 N -1.9275 -2.8758 -1.5167
26 C -2.7013 -1.6529 -1.5710
27 C -2.6654 -3.9897 -0.9090
28 N 0.1237 -4.3486 -2.0063
29 C 1.5078 -4.8233 -1.7478
30 C -0.5496 -4.9845 -3.1094
31 N 0.3280 -1.6770 -2.3304
32 C 0.7167 -0.3672 -1.7903
33 C 0.1729 -1.7732 -3.7837
34 H -2.0252 -0.8445 -1.8521
35 H -3.1624 -1.3781 -0.6145
36 H -3.5191 -1.7364 -2.2943
37 H -3.7349 -3.8861 -1.1129
38 H -2.6095 -3.8857 0.1804
39 H -2.3085 -4.9475 -1.2651
40 H 1.6422 -5.8336 -2.1204
41 H 2.2008 -4.0830 -2.1575
42 H 1.6615 -4.8174 -0.6659
43 H -0.3322 -4.5904 -4.1145
44 H -0.4432 -6.0658 -3.2277
45 H -1.6254 -4.8477 -2.9935
46 H -0.1114 0.3452 -1.8659
47 H 0.9701 -0.5371 -0.7408
48 H 1.5959 0.0398 -2.2856
49 H 1.1330 -2.1728 -4.1235
50 H -0.0754 -0.8023 -4.2076
51 H -0.5842 -2.5003 -4.0742
52 O -2.2728 4.7653 2.6950
53 P -2.2917 4.4393 1.2596
54 N -1.1557 5.2707 0.2997
55 C 0.2300 5.3726 0.7245
56 C -1.3718 5.4545 -1.1231
57 N -3.7553 4.8250 0.5335
58 C -4.1388 6.2068 0.2690
59 C -4.9148 3.9230 0.6980
60 N -2.0151 2.8338 0.9311
61 C -2.3325 2.1995 -0.3231
62 C -1.0823 2.1566 1.8326
63 H 0.3169 4.9279 1.7097
64 H 0.6297 6.3865 0.5965
65 H 0.8436 4.8347 -0.0111
66 H -0.8146 4.6958 -1.6872
67 H -0.9758 6.4446 -1.3841
68 H -2.4218 5.4393 -1.3938
69 H -4.8785 6.1750 -0.5358
70 H -4.6040 6.5829 1.1879
71 H -3.3124 6.8487 -0.0231
72 H -5.7755 4.5225 0.9784
73 H -4.9975 3.3218 -0.2096
74 H -4.6548 3.1923 1.4663
75 H -1.5091 2.2686 -1.0419
76 H -2.6504 1.1729 -0.1244
77 H -3.2125 2.6172 -0.8186
78 H -0.8125 1.1656 1.4651
79 H -1.5273 1.9321 2.8012
80 H -0.1270 2.6783 1.8810
81 C 3.9266 3.8723 0.1528
82 S 3.5774 2.0726 0.2712
83 O 2.1224 1.8358 0.5417
84 C 3.6501 1.6900 -1.4869
85 H 4.7563 4.1108 -0.5134
86 H 4.1778 4.2374 1.1444
87 H 3.0091 4.2670 -0.2838
88 H 3.5785 0.6241 -1.7039
89 H 4.6494 1.9222 -1.8745
90 H 2.8864 2.2779 -1.9957

Forces on atoms 1 to 3 (eV/Å):
-0.250 -1.648 0.542
1.980 1.047 -0.201
-1.007 0.576 -1.037

Mulliken population analysis, charges in e, atoms 1 to 5:
1. O 0.2353
2. V 1.4081
3. O -0.5029
4. C 0.3601
5. O 0.0403

Entry from the Open Molecules 2025 dataset: 3 unconnected molecules or ions with the total composition C24H57NO4PS (the ωB97M-V functional and the def2-TZVPD basis).

The value obtained for the max |F| is 0.54 eV/Å. Its orbital gap is 10.39 eV. Its charge is +1.

Element x y z (Å)
1 C -0.8705 2.3919 7.5066
2 C 0.1416 2.5819 6.3672
3 C -0.2099 3.7520 5.4491
4 C -1.5541 3.6295 4.7225
5 C -1.7996 2.2954 4.0192
6 C -0.8924 2.0876 2.7930
7 C 0.3208 1.1835 3.0667
8 P 1.1494 0.6411 1.5879
9 N 1.5873 1.8867 0.5962
10 C 2.6298 -0.2601 1.9910
11 C 3.3826 -0.7171 0.7192
12 C 3.6713 -2.2097 0.6892
13 S 4.4014 -2.9311 2.1525
14 O 5.3671 -3.8817 1.7366
15 O 3.3388 -3.2335 3.0705
16 O 5.1973 -1.6997 2.7931
17 O 0.2407 -0.2564 0.6836
18 C -0.8083 -1.1442 1.1788
19 C -0.2888 -2.2790 2.0461
20 H -0.3738 2.1900 8.4541
21 H -1.4815 3.2851 7.6434
22 H -1.5499 1.5585 7.3242
23 H 1.1375 2.7550 6.7781
24 H 0.2180 1.6546 5.7915
25 H 0.5928 3.9174 4.7206
26 H -0.2414 4.6534 6.0659
27 H -2.3729 3.8268 5.4164
28 H -1.6123 4.4183 3.9663
29 H -1.6676 1.4667 4.7195
30 H -2.8406 2.2584 3.6978
31 H -1.4763 1.6786 1.9638
32 H -0.5265 3.0607 2.4557
33 H 1.0889 1.7227 3.6349
34 H 0.0553 0.3137 3.6750
35 H 1.9261 2.7072 1.0892
36 H 0.8550 2.1723 -0.0483
37 H 3.2488 0.3689 2.6351
38 H 2.3043 -1.1138 2.5953
39 H 2.7722 -0.5205 -0.1654
40 H 4.2924 -0.1350 0.5984
41 H 2.7446 -2.7728 0.5596
42 H 4.3436 -2.4706 -0.1263
43 H 4.8047 -1.4947 3.6532
44 H -1.2642 -1.5331 0.2732
45 H -1.5540 -0.5520 1.7087
46 H -0.3555 -2.0662 3.1127
47 H -0.8996 -3.1614 1.8554
48 H 0.7352 -2.5585 1.7990
49 C -0.0958 1.1622 -2.5167
50 C -1.5778 1.4958 -2.6547
51 C -1.9992 1.8106 -4.0890
52 C -1.2907 3.0147 -4.7128
53 C -1.4348 4.3199 -3.9311
54 C -2.8786 4.7842 -3.7774
55 H 0.5399 1.9960 -2.8211
56 H 0.1508 0.9034 -1.4857
57 H 0.1703 0.3013 -3.1345
58 H -1.8282 2.3405 -2.0041
59 H -2.1723 0.6509 -2.2946
60 H -3.0801 1.9671 -4.1111
61 H -1.8103 0.9316 -4.7129
62 H -1.6875 3.1605 -5.7213
63 H -0.2280 2.7914 -4.8419
64 H -0.8589 5.0944 -4.4427
65 H -0.9775 4.2149 -2.9410
66 H -3.3473 4.9209 -4.7539
67 H -2.9342 5.7354 -3.2474
68 H -3.4807 4.0632 -3.2214
69 C 0.6132 -4.0346 -1.6878
70 C 0.6595 -3.2880 -3.0173
71 C -0.7234 -3.0416 -3.6223
72 C -1.5316 -4.3120 -3.8970
73 C -0.8418 -5.3228 -4.8124
74 C -0.5357 -4.7762 -6.2021
75 H 0.1621 -5.0200 -1.8026
76 H 1.6143 -4.1831 -1.2774
77 H 0.0210 -3.4862 -0.9468
78 H 1.2749 -3.8550 -3.7202
79 H 1.1635 -2.3252 -2.8854
80 H -0.6124 -2.4675 -4.5455
81 H -1.3027 -2.4050 -2.9420
82 H -2.4862 -4.0214 -4.3459
83 H -1.7834 -4.8001 -2.9516
84 H -1.4862 -6.2002 -4.9033
85 H 0.0823 -5.6792 -4.3476
86 H -1.4487 -4.4383 -6.6970
87 H -0.0789 -5.5388 -6.8328
88 H 0.1532 -3.9304 -6.1637

Forces on atoms 1 to 3 (eV/Å):
0.011 -0.059 0.013
-0.049 0.012 0.056
-0.040 -0.052 -0.022

Mulliken population analysis, charges in e, atoms 1 to 5:
1. C -1.2903
2. C -0.0089
3. C -0.8132
4. C -0.8356
5. C -1.1001